C4H11N2O | the ωB97M-V functional and the def2-TZVPD basis

Each line ends with the Mulliken charge.
Geometry (Å):
C1 -0.966 1.923 1.694  -0.44
C2 -1.558 0.616 1.411  -0.27
C3 -0.187 -1.814 -0.870  -0.43
C4 0.756 -1.038 -1.745  0.14
N1 -0.543 1.256 0.501  -0.14
N2 1.018 -1.060 -0.351  -0.49
O1 1.563 -1.841 -2.596  -0.48
H1 -1.552 2.718 1.779  0.35
H2 -0.086 1.910 2.354  0.26
H3 -1.109 -0.303 1.724  0.31
H4 -2.654 0.514 1.153  0.28
H5 -1.148 -1.371 -0.673  0.19
H6 -0.315 -2.957 -0.832  0.26
H7 0.605 -0.072 -2.170  0.30
H8 1.696 -1.717 0.064  0.28
H9 0.456 0.968 0.478  0.30
H10 -0.934 1.610 -0.388  0.30
H11 2.308 -1.371 -2.737  0.29

Results
HOMO level = -0.49795 Ha
Kohn-Sham gap = 10.242 eV
energy relative to the best compared isomer or geometry (same formula, charge and spin) = 110.81 kcal per mole
total charge = +1

***

C7H20N4 | the ωB97M-V functional and the def2-TZVPD basis

Each line ends with the Mulliken charge.
Geometry (Å):
C1 2.645 0.698 3.927  1.06
C2 2.505 -0.637 3.321  -1.34
C3 1.321 1.335 4.389  -1.54
C4 -7.672 -1.673 -5.989  -0.61
C5 3.799 2.553 4.828  -0.81
C6 -5.682 -1.482 -9.021  -0.71
C7 6.393 0.342 4.446  -0.74
N1 -6.681 -1.431 -6.873  -0.25
N2 3.657 1.384 4.129  0.00
N3 -6.722 -1.745 -8.094  0.26
N4 5.522 0.415 3.293  -0.24
H1 2.521 -0.470 2.283  0.34
H2 1.756 -1.368 3.479  0.48
H3 3.395 -1.224 3.510  0.36
H4 1.034 2.132 3.775  0.39
H5 1.267 1.594 5.456  0.45
H6 0.652 0.493 4.303  0.37
H7 -7.759 -0.733 -5.420  0.32
H8 -8.711 -2.124 -6.128  0.35
H9 -7.223 -2.237 -5.212  0.33
H10 4.791 2.479 5.407  0.23
H11 3.765 3.497 4.144  0.30
H12 3.012 2.683 5.568  0.35
H13 -5.910 -1.006 -9.984  0.32
H14 -4.969 -0.685 -8.640  0.31
H15 -5.149 -2.415 -9.218  0.33
H16 7.294 0.012 4.014  0.40
H17 6.569 1.274 4.985  0.33
H18 6.086 -0.534 5.078  0.30
H19 -7.373 -2.391 -8.572  0.35
H20 5.867 1.264 2.816  0.30

Results
HOMO level (spin up / spin down) = -0.57885 / -0.57214 Ha
Kohn-Sham gap (spin up / spin down) = 8.697 / 8.301 eV
energy relative to the best compared isomer or geometry (same formula, charge and spin) = 122.47 kcal per mole
total charge = +2